{
  "formula": "C44H53CsN5O4PS5",
  "method": "the ωB97M-V functional and the def2-TZVPD basis",
  "species": ["Cs", "C", "C", "S", "C", "C", "S", "C", "C", "S", "C", "C", "S", "H", "H", "H", "H", "H", "H", "H", "H", "H", "H", "H", "H", "H", "H", "H", "H", "N", "C", "C", "N", "H", "H", "H", "H", "H", "H", "H", "H", "O", "C", "O", "C", "C", "C", "N", "C", "C", "C", "O", "O", "H", "H", "H", "C", "C", "C", "C", "C", "C", "C", "P", "C", "C", "C", "C", "C", "C", "C", "C", "C", "C", "C", "C", "C", "C", "H", "H", "H", "H", "H", "H", "H", "H", "H", "H", "H", "H", "H", "H", "H", "H", "H", "H", "H", "H", "N", "C", "S", "C", "C", "C", "N", "C", "C", "H", "H", "H", "H", "H", "H"],
  "coordinates": [[-0.430, 0.098, 0.468], [0.412, 4.347, 3.078], [-0.686, 3.775, 3.976], [-2.074, 2.955, 3.142], [-2.757, 4.337, 2.186], [-2.227, 4.517, 0.765], [-3.046, 3.357, -0.350], [-2.339, 3.761, -1.973], [-0.939, 4.366, -1.962], [0.261, 3.226, -1.214], [1.352, 4.414, -0.387], [2.093, 3.861, 0.826], [1.076, 3.005, 2.050], [-0.005, 5.149, 2.460], [1.184, 4.796, 3.710], [-0.265, 2.995, 4.614], [-1.065, 4.561, 4.636], [-3.837, 4.178, 2.151], [-2.603, 5.256, 2.759], [-2.407, 5.552, 0.457], [-1.157, 4.310, 0.740], [-2.328, 2.804, -2.501], [-3.008, 4.431, -2.519], [-0.667, 4.595, -2.995], [-0.942, 5.309, -1.409], [2.101, 4.781, -1.095], [0.741, 5.272, -0.085], [2.846, 3.130, 0.527], [2.597, 4.697, 1.321], [-3.301, -1.379, 1.776], [-4.741, -1.302, 1.887], [-5.226, 0.105, 2.211], [-4.492, 1.094, 1.454], [-2.963, -2.330, 1.722], [-2.811, -0.882, 2.509], [-5.174, -1.983, 2.640], [-5.159, -1.599, 0.919], [-5.091, 0.315, 3.279], [-6.315, 0.109, 2.026], [-4.939, 2.000, 1.462], [-4.337, 0.815, 0.492], [6.396, -3.491, 0.047], [5.383, -4.037, 0.515], [5.195, -5.235, 0.816], [4.166, -3.106, 0.772], [3.009, -3.619, 1.342], [1.917, -2.793, 1.517], [1.900, -1.506, 1.182], [3.025, -0.992, 0.662], [4.167, -1.756, 0.448], [2.992, 0.506, 0.307], [4.062, 1.114, 0.170], [1.830, 0.981, 0.199], [2.987, -4.668, 1.608], [0.998, -3.187, 1.952], [5.053, -1.304, 0.024], [0.105, -3.789, -1.127], [1.330, -3.576, -1.967], [2.350, -4.520, -1.941], [3.501, -4.366, -2.695], [3.620, -3.271, -3.531], [2.612, -2.320, -3.573], [1.476, -2.432, -2.775], [0.181, -1.143, -2.625], [0.922, 0.325, -3.458], [2.160, 0.722, -2.947], [2.795, 1.880, -3.357], [2.184, 2.687, -4.302], [0.942, 2.324, -4.795], [0.283, 1.163, -4.387], [-1.088, 0.903, -4.949], [-1.186, -1.766, -3.616], [-0.949, -2.547, -4.741], [-1.964, -3.099, -5.504], [-3.285, -2.872, -5.076], [-3.559, -2.115, -3.975], [-2.538, -1.471, -3.187], [-2.897, -0.628, -2.157], [0.223, -4.679, -0.506], [-0.792, -3.890, -1.743], [-0.050, -2.937, -0.459], [2.263, -5.370, -1.274], [4.307, -5.083, -2.599], [4.512, -3.134, -4.130], [2.727, -1.460, -4.218], [2.641, 0.119, -2.189], [3.743, 2.146, -2.907], [2.656, 3.602, -4.640], [0.447, 2.962, -5.521], [-1.420, 1.773, -5.520], [-1.820, 0.708, -4.161], [-1.106, 0.031, -5.606], [0.085, -2.734, -5.018], [-1.747, -3.712, -6.369], [-4.114, -3.312, -5.625], [-4.592, -1.963, -3.677], [-2.167, -0.121, -1.539], [-3.943, -0.497, -1.908], [1.256, -3.009, 7.832], [1.624, -1.783, 7.397], [2.737, -0.850, 8.172], [0.923, -1.350, 6.165], [1.589, -0.619, 5.185], [0.900, -0.279, 4.030], [-0.378, -0.590, 3.828], [-1.014, -1.260, 4.780], [-0.417, -1.681, 5.954], [1.755, -3.409, 8.608], [0.787, -3.635, 7.198], [2.626, -0.343, 5.304], [1.402, 0.258, 3.235], [-2.060, -1.488, 4.593], [-0.999, -2.214, 6.695]],
  "atomic_forces_ev_per_a": [[-2.39, -0.16, 0.66], [-0.16, 0.01, -0.22], [0.08, 0.06, -0.01], [0.00, 0.01, -0.03], [-0.19, -0.02, 0.03], [0.14, 0.12, 0.11], [-0.02, -0.09, 0.03], [0.08, 0.00, -0.12], [0.01, -0.03, 0.10], [0.00, -0.04, -0.09], [-0.05, 0.18, -0.03], [0.10, 0.09, 0.11], [0.04, -0.04, 0.16], [0.03, -0.03, -0.05], [0.06, -0.07, -0.02], [0.00, -0.03, 0.01], [-0.03, -0.01, -0.04], [0.01, -0.01, 0.04], [0.07, -0.03, 0.01], [-0.04, -0.05, -0.07], [-0.02, 0.02, -0.02], [-0.01, -0.01, -0.04], [-0.01, 0.00, 0.07], [0.08, -0.05, 0.00], [0.04, -0.04, 0.01], [-0.02, 0.00, -0.01], [-0.05, -0.02, -0.01], [-0.07, -0.04, 0.01], [0.06, -0.06, -0.01], [0.20, 0.08, 0.11], [-0.21, -0.17, 0.00], [-0.16, -0.15, 0.01], [0.07, 0.18, 0.01], [0.02, -0.01, -0.03], [-0.01, 0.03, 0.04], [0.01, 0.06, -0.05], [0.01, 0.00, 0.01], [0.06, -0.03, -0.01], [0.08, 0.02, 0.06], [-0.05, -0.02, -0.08], [0.06, -0.02, 0.00], [0.08, 0.13, -0.07], [-0.09, 0.05, 0.07], [-0.06, -0.14, 0.02], [0.06, -0.03, -0.01], [-0.01, -0.15, -0.02], [0.02, -0.07, 0.16], [0.40, -0.04, 0.02], [0.15, 0.03, -0.02], [0.08, 0.02, -0.05], [0.39, -0.29, 0.18], [0.02, -0.05, -0.05], [1.35, 0.89, -0.21], [-0.01, 0.01, 0.00], [0.00, 0.03, -0.01], [-0.02, 0.01, 0.00], [-0.02, 0.05, 0.10], [0.07, 0.07, -0.07], [0.00, -0.02, 0.06], [0.03, -0.05, 0.00], [0.06, 0.02, -0.03], [-0.05, 0.05, 0.03], [-0.02, -0.12, -0.08], [-0.02, 0.07, -0.13], [-0.03, -0.02, 0.03], [0.06, 0.00, -0.01], [0.06, -0.03, 0.01], [0.00, 0.02, -0.02], [-0.01, 0.03, -0.02], [0.04, 0.05, -0.02], [-0.11, -0.04, -0.06], [0.01, -0.09, 0.07], [0.03, -0.10, -0.05], [0.11, -0.05, -0.09], [-0.08, 0.01, 0.01], [-0.11, -0.05, -0.07], [-0.05, -0.08, -0.08], [0.13, 0.21, 0.15], [-0.03, -0.03, -0.03], [-0.01, 0.02, 0.00], [-0.07, -0.02, -0.05], [0.00, 0.00, 0.00], [0.01, 0.00, 0.00], [0.02, 0.00, -0.01], [0.00, 0.05, -0.01], [-0.01, -0.04, 0.00], [0.03, 0.02, 0.00], [0.01, 0.01, 0.00], [0.00, 0.01, -0.01], [0.01, 0.01, -0.01], [-0.01, 0.05, -0.01], [0.00, 0.03, 0.01], [-0.01, -0.03, -0.03], [0.00, 0.00, -0.01], [0.02, -0.01, -0.02], [-0.01, 0.02, 0.01], [-0.20, -0.06, -0.20], [-0.04, 0.01, 0.03], [0.08, 0.10, -0.05], [0.15, -0.13, 0.17], [-0.13, -0.10, 0.03], [-0.04, 0.15, -0.26], [-0.21, -0.19, 0.18], [0.08, 0.05, -0.05], [-0.16, 0.07, -0.14], [-0.09, -0.10, -0.01], [0.22, 0.12, 0.02], [0.04, 0.06, 0.01], [-0.03, 0.00, 0.00], [0.03, -0.01, 0.04], [0.00, 0.00, -0.07], [0.01, 0.01, 0.01], [0.04, -0.01, 0.03]],
  "max_force_ev_per_a": 2.48,
  "homo_lumo_gap_ev": 3.68,
  "charge": -2,
  "lumo_ha": 0.105,
  "e_homo_ev": -0.83
}

=====

{
  "formula": "C44H53I3N5O2W",
  "method": "the ωB97M-V functional and the def2-TZVPD basis",
  "species": ["W", "C", "C", "C", "C", "C", "C", "C", "N", "C", "C", "C", "C", "C", "C", "O", "C", "C", "C", "C", "C", "C", "C", "C", "C", "O", "C", "C", "C", "C", "C", "C", "H", "H", "H", "H", "H", "H", "H", "H", "H", "H", "H", "H", "H", "H", "H", "H", "H", "H", "H", "H", "H", "H", "H", "H", "H", "H", "H", "H", "H", "H", "H", "H", "H", "H", "H", "H", "H", "H", "H", "H", "I", "C", "I", "H", "H", "N", "C", "C", "C", "C", "C", "C", "C", "N", "C", "C", "N", "C", "H", "H", "H", "H", "H", "H", "H", "I", "C", "C", "C", "C", "C", "N", "H", "H", "H", "H"],
  "coordinates": [[0.499, 0.804, 2.106], [0.909, -4.870, -2.426], [2.216, -4.081, -2.367], [2.610, -3.665, -3.795], [3.313, -4.978, -1.765], [2.088, -2.830, -1.513], [0.924, -2.498, -0.862], [0.897, -1.333, -0.076], [-0.125, -0.789, 0.640], [-1.418, -1.046, 0.555], [-2.098, -1.841, -0.399], [-3.424, -2.085, -0.227], [-4.070, -1.533, 0.938], [-3.510, -0.680, 1.862], [-2.153, -0.373, 1.624], [-1.428, 0.437, 2.350], [-4.305, -0.134, 3.046], [-4.394, 1.395, 2.941], [-3.625, -0.592, 4.348], [-5.736, -0.675, 3.055], [-4.197, -2.911, -1.247], [-5.661, -3.112, -0.853], [-4.141, -2.180, -2.601], [-3.524, -4.289, -1.377], [2.077, -0.563, 0.093], [1.950, 0.443, 0.962], [3.273, -0.850, -0.571], [3.219, -1.981, -1.367], [4.534, -0.002, -0.399], [4.239, 1.457, -0.789], [5.664, -0.512, -1.295], [5.004, -0.077, 1.064], [1.049, -5.748, -3.054], [0.101, -4.282, -2.871], [0.599, -5.225, -1.440], [2.707, -4.555, -4.415], [3.566, -3.142, -3.828], [1.849, -3.023, -4.243], [3.413, -5.880, -2.368], [3.062, -5.278, -0.746], [4.287, -4.488, -1.750], [0.077, -3.161, -0.896], [-1.578, -2.205, -1.269], [-5.108, -1.796, 1.079], [-3.418, 1.873, 2.908], [-4.919, 1.791, 3.811], [-4.956, 1.686, 2.052], [-2.575, -0.311, 4.405], [-3.684, -1.678, 4.444], [-4.138, -0.154, 5.204], [-6.299, -0.371, 2.170], [-6.256, -0.271, 3.923], [-5.765, -1.763, 3.142], [-6.205, -2.168, -0.784], [-5.764, -3.656, 0.088], [-6.153, -3.708, -1.620], [-4.606, -1.195, -2.538], [-4.684, -2.761, -3.345], [-3.117, -2.059, -2.958], [-3.519, -4.819, -0.424], [-2.496, -4.211, -1.738], [-4.077, -4.893, -2.096], [4.117, -2.267, -1.895], [3.872, 1.521, -1.817], [5.159, 2.039, -0.732], [3.517, 1.924, -0.116], [5.394, -0.480, -2.352], [5.963, -1.528, -1.036], [6.538, 0.124, -1.161], [4.253, 0.304, 1.758], [5.909, 0.520, 1.183], [5.242, -1.104, 1.344], [0.780, 5.235, 5.243], [-0.401, 3.721, 6.106], [-1.138, 2.222, 4.767], [-1.298, 4.178, 6.507], [0.161, 3.209, 6.877], [1.378, 5.725, -7.394], [1.081, 5.315, -6.364], [0.707, 4.794, -5.077], [1.639, 4.782, -4.041], [1.282, 4.277, -2.802], [0.001, 3.780, -2.622], [-0.937, 3.787, -3.641], [-0.581, 4.304, -4.875], [-0.366, 3.243, -1.337], [-1.511, 3.528, -0.626], [-1.450, 2.796, 0.514], [-0.274, 2.063, 0.502], [0.354, 2.368, -0.633], [2.629, 5.182, -4.206], [1.987, 4.297, -1.981], [-1.930, 3.387, -3.482], [-1.295, 4.323, -5.687], [-2.239, 4.237, -0.979], [-2.142, 2.761, 1.337], [1.299, 1.972, -0.967], [0.927, -1.433, 3.516], [1.950, 1.530, 3.403], [3.079, 1.601, 4.197], [3.837, 2.747, 4.014], [3.462, 3.735, 3.088], [2.315, 3.587, 2.346], [1.607, 2.464, 2.564], [3.355, 0.817, 4.888], [4.749, 2.884, 4.582], [4.078, 4.614, 2.960], [1.946, 4.306, 1.629]],
  "atomic_forces_ev_per_a": [[-0.01, -0.13, -0.52], [0.00, 0.02, 0.01], [0.06, -0.04, -0.02], [-0.01, 0.01, 0.02], [-0.02, 0.01, 0.00], [-0.04, 0.03, 0.00], [-0.01, 0.00, 0.00], [0.03, 0.05, 0.03], [0.02, 0.01, 0.01], [0.02, 0.03, 0.09], [0.04, -0.01, -0.01], [0.00, -0.02, -0.04], [0.02, 0.03, -0.01], [-0.05, 0.12, -0.01], [0.04, -0.16, 0.11], [0.01, 0.05, 0.03], [0.00, 0.01, 0.01], [-0.01, -0.03, 0.01], [-0.02, 0.00, -0.02], [0.00, -0.02, 0.01], [-0.02, 0.00, -0.05], [0.01, -0.01, 0.01], [0.00, -0.01, 0.03], [0.00, 0.01, 0.02], [0.01, -0.18, -0.02], [-0.16, 0.10, 0.15], [0.05, 0.08, -0.01], [-0.03, -0.01, -0.01], [0.01, 0.02, 0.00], [0.00, -0.05, -0.01], [0.00, 0.00, 0.01], [-0.02, -0.02, -0.02], [0.00, 0.00, 0.00], [0.00, -0.01, 0.01], [-0.01, 0.00, -0.01], [0.00, 0.00, 0.00], [0.00, 0.00, 0.00], [0.00, 0.00, -0.01], [0.00, 0.00, 0.00], [0.01, -0.01, 0.00], [0.00, 0.00, 0.00], [-0.03, -0.01, -0.01], [0.02, -0.03, -0.03], [0.02, -0.01, 0.01], [0.06, 0.03, 0.01], [0.00, 0.00, 0.00], [0.01, 0.01, 0.00], [0.02, 0.00, 0.00], [0.00, 0.00, 0.00], [0.00, 0.00, 0.00], [-0.01, 0.00, 0.01], [0.00, 0.01, 0.00], [-0.01, 0.00, 0.00], [0.00, 0.00, 0.00], [0.00, 0.00, 0.00], [0.00, 0.00, 0.00], [0.00, 0.00, -0.01], [0.00, 0.00, 0.00], [0.00, 0.00, 0.00], [0.00, -0.01, -0.01], [0.00, 0.00, 0.00], [0.00, 0.00, 0.00], [-0.01, 0.00, 0.01], [0.00, 0.01, 0.01], [0.00, 0.00, 0.00], [-0.02, 0.01, 0.02], [0.01, 0.00, 0.00], [0.01, 0.00, 0.00], [0.00, 0.00, 0.00], [-0.01, 0.01, 0.01], [0.00, 0.00, 0.00], [0.00, 0.00, 0.01], [-0.02, 0.01, 0.01], [0.01, -0.03, -0.03], [-0.07, 0.06, 0.05], [0.00, -0.01, 0.02], [0.02, -0.01, -0.02], [0.01, -0.01, 0.00], [-0.03, 0.01, 0.01], [0.02, 0.00, 0.01], [0.00, -0.01, -0.01], [0.01, 0.00, 0.03], [0.01, 0.02, -0.03], [-0.03, 0.00, 0.02], [0.00, 0.00, -0.01], [-0.01, 0.01, -0.02], [0.02, -0.01, -0.02], [0.00, -0.02, 0.02], [-0.04, 0.09, 0.02], [-0.01, -0.02, 0.01], [0.00, 0.00, 0.00], [0.00, 0.00, -0.01], [0.00, 0.00, -0.01], [0.00, 0.00, 0.00], [0.00, 0.00, 0.00], [0.00, 0.00, 0.00], [0.00, 0.00, 0.00], [0.01, -0.13, 0.10], [0.01, 0.19, -0.20], [-0.08, -0.14, 0.21], [0.00, 0.03, -0.01], [0.04, -0.01, 0.03], [-0.15, 0.07, -0.04], [0.26, 0.00, 0.13], [0.01, 0.00, -0.01], [0.00, -0.02, 0.01], [-0.02, 0.01, -0.02], [0.03, 0.00, 0.00]],
  "max_force_ev_per_a": 0.53,
  "homo_lumo_gap_ev": [5.05, 5.05],
  "charge": 3,
  "lumo_ha": [-0.404, -0.404],
  "e_homo_ev": [-16.05, -16.05]
}

=====

Calculated energy relative to the best compared isomer or geometry (same formula, charge and spin), 3.4; 0.0 kcal per mole (same order as the records).